Below is C16H19FN4O2 in the gas phase, with properties calculated with the ωB97M-V functional and the def2-TZVPD basis.

Element x y z (Å)
O1 -4.758 -2.312 0.836
C1 -3.645 -2.146 0.397
N1 -3.276 -1.174 -0.456
C2 -1.892 -0.983 -0.812
H1 -1.842 -0.476 -1.778
C3 -1.137 -0.175 0.265
N2 -1.500 1.220 0.365
C4 -0.823 2.086 -0.586
C5 0.597 2.211 -0.161
N3 1.567 1.391 -0.430
C6 2.619 1.914 0.266
N4 2.299 2.995 0.918
O2 0.983 3.203 0.644
C7 3.964 1.288 0.276
C8 3.830 -0.209 0.348
C9 4.419 -1.038 -0.595
C10 4.285 -2.414 -0.562
C11 3.530 -2.989 0.445
C12 2.929 -2.186 1.401
C13 3.082 -0.812 1.352
H2 2.613 -0.190 2.100
H3 2.341 -2.632 2.188
H4 3.412 -4.061 0.481
H5 4.766 -3.012 -1.320
F1 5.158 -0.490 -1.586
H6 4.522 1.679 1.129
H7 4.491 1.568 -0.639
H8 -0.835 1.709 -1.620
H9 -1.283 3.075 -0.551
C14 -2.916 1.483 0.524
H10 -3.013 2.525 0.840
C15 -3.782 1.252 -0.728
H11 -4.665 1.889 -0.674
H12 -3.217 1.558 -1.610
C16 -4.259 -0.196 -0.878
H13 -5.138 -0.374 -0.253
H14 -4.537 -0.386 -1.922
H15 -3.277 0.852 1.340
H16 -0.065 -0.234 0.067
H17 -1.335 -0.638 1.237
H18 -1.410 -1.959 -0.915
H19 -2.800 -2.812 0.655

Energy relative to the best compared isomer or geometry (same formula, charge and spin) (kJ/mol): 6.7
Electronic energy (Eh): -1090.44231
Charge: 0
HOMO (eV): -8.84
Structure (SMILES): O=CN1CCCN(Cc2nc(Cc3ccccc3F)no2)CC1
Orbital gap (eV): 9.49